64
Properties=species:S:1:pos:R:3:forces:R:3 method="wB97M-V/def2-TZVPD" charge=-2 de_lowest_kcal_mol=5.89 gap_ha=0.258 e_tot_ha=-5920.004754 e_lumo_ev=3.6 homo_ha=-0.1262
Mg 0.747 -2.259 1.035 0.16 0.42 0.10
O 2.176 -2.928 4.750 -0.03 0.00 0.09
C 1.945 -2.740 3.562 -0.26 0.05 -0.34
O 0.828 -2.628 2.963 0.35 -0.11 0.54
C 3.164 -2.629 2.629 -0.12 -0.02 -0.37
C 4.455 -2.612 3.127 0.05 -0.02 0.01
C 5.509 -2.518 2.238 0.09 0.00 -0.01
C 5.248 -2.456 0.875 0.07 -0.01 0.05
C 3.933 -2.476 0.455 -0.29 -0.02 0.12
N 2.909 -2.555 1.312 0.27 0.11 0.29
H 4.584 -2.674 4.199 0.02 0.00 0.00
H 6.531 -2.495 2.600 -0.02 0.00 -0.02
H 6.044 -2.388 0.145 -0.01 0.00 0.03
H 3.670 -2.425 -0.595 0.00 0.01 0.00
O 2.338 -1.536 -5.847 0.08 -0.32 0.12
C 1.618 -2.426 -5.338 -0.57 0.45 -0.50
O 0.993 -3.361 -5.878 0.35 -0.01 0.10
C 1.372 -2.267 -3.826 0.16 -0.14 0.23
C 1.807 -1.128 -3.156 0.03 0.03 -0.01
C 1.612 -1.023 -1.793 -0.11 -0.20 0.18
N 1.030 -1.993 -1.072 -0.06 -0.11 -0.44
C 0.580 -3.088 -1.716 0.05 0.20 0.27
C 0.729 -3.249 -3.083 -0.02 -0.05 0.01
C -0.123 -4.135 -0.829 0.10 0.38 0.16
O -0.536 -5.155 -1.354 -0.06 -0.13 0.01
O -0.206 -3.806 0.417 -0.19 -0.39 -0.56
H 2.307 -0.354 -3.723 -0.01 -0.01 0.00
H 1.929 -0.151 -1.230 0.00 0.00 0.01
H 0.353 -4.139 -3.567 0.01 0.00 -0.02
F -3.843 1.668 2.453 0.20 0.10 -0.09
C -3.789 0.631 1.597 -0.05 -0.05 0.06
C -2.647 0.312 0.882 -0.17 -0.08 -0.11
C -2.739 -0.811 0.073 0.02 -0.09 0.01
F -1.691 -1.204 -0.657 0.04 0.21 0.06
C -3.886 -1.570 -0.047 0.04 -0.18 -0.11
F -3.931 -2.632 -0.848 0.00 0.07 0.04
C -5.002 -1.205 0.674 -0.25 -0.14 -0.02
F -6.127 -1.922 0.582 0.06 0.05 0.00
C -4.956 -0.103 1.498 -0.09 0.00 0.10
F -6.040 0.238 2.210 0.00 0.01 0.00
Ge -0.956 1.327 0.857 0.06 0.04 -0.12
S 0.778 0.318 1.505 0.06 -0.15 0.10
C -0.728 2.051 -0.984 0.24 0.15 0.02
C -1.496 1.794 -2.102 -0.17 -0.15 -0.07
F -2.609 1.043 -2.031 0.06 0.03 0.11
C -1.203 2.300 -3.354 -0.07 -0.02 -0.12
F -1.985 2.029 -4.403 0.01 0.00 0.03
C -0.103 3.115 -3.516 0.06 0.08 -0.21
F 0.187 3.624 -4.715 -0.02 -0.02 0.06
C 0.683 3.420 -2.424 0.01 0.00 -0.01
F 1.735 4.234 -2.574 0.00 0.00 0.03
C 0.357 2.894 -1.189 0.03 0.04 -0.13
F 1.146 3.278 -0.173 -0.10 -0.14 0.17
C -1.369 2.995 1.853 0.12 -0.04 0.23
C -2.108 4.014 1.286 -0.14 0.15 -0.12
F -2.656 3.884 0.062 0.07 -0.13 0.04
C -2.370 5.209 1.927 -0.10 0.07 -0.12
F -3.091 6.169 1.330 0.02 -0.03 0.03
C -1.893 5.405 3.204 -0.07 0.27 0.12
F -2.143 6.555 3.843 0.02 -0.05 -0.02
C -1.172 4.409 3.822 0.06 -0.05 0.05
F -0.726 4.597 5.071 -0.01 -0.01 -0.02
C -0.924 3.224 3.148 0.00 0.08 0.10
F -0.252 2.306 3.841 0.01 -0.11 -0.14

***

21
Properties=species:S:1:pos:R:3:forces:R:3 method="wB97M-V/def2-TZVPD" smiles="C[C@H]1C(C)(C)[C@]1(O)C=O" de_lowest_kcal_mol=17.96 gap_ha=0.373 e_tot_ha=-424.367382 e_lumo_ev=0.7 homo_ha=-0.3488
C 1.263 -1.298 1.317 -0.09 0.08 -0.15
C 0.060 -0.468 0.953 -0.02 -0.13 -0.22
C 0.088 0.601 -0.087 -0.14 0.07 -0.05
C -0.699 1.869 0.148 -0.05 -0.19 0.09
C 1.350 0.825 -0.889 -0.12 -0.25 0.12
C -0.671 -0.719 -0.368 0.56 0.53 0.36
O -0.085 -1.621 -1.258 -0.07 -0.26 -0.03
C -2.136 -0.759 -0.343 -0.41 -0.18 -0.10
O -2.855 -0.187 0.440 0.03 -0.06 0.00
H 0.967 -2.104 1.984 0.04 -0.07 0.05
H 1.713 -1.737 0.432 0.11 -0.05 -0.02
H 2.003 -0.681 1.824 0.10 -0.01 0.06
H -0.620 -0.286 1.779 -0.12 0.07 -0.10
H -1.629 1.665 0.669 -0.02 0.08 0.03
H -0.932 2.357 -0.798 -0.02 0.07 -0.07
H -0.107 2.555 0.751 0.07 0.10 0.03
H 2.058 1.404 -0.300 0.08 0.09 0.02
H 1.820 -0.114 -1.165 0.11 0.02 -0.04
H 1.126 1.385 -1.797 0.01 0.05 -0.07
H -0.157 -1.279 -2.156 0.04 0.03 0.09
H -2.556 -1.409 -1.137 -0.09 0.02 -0.01

***

64
Properties=species:S:1:pos:R:3:forces:R:3 method="wB97M-V/def2-TZVPD" charge=+2 de_lowest_kcal_mol=15.35 gap_ha=0.272 e_tot_ha=-5744.087871 e_lumo_ev=-6.3 homo_ha=-0.5016
Sc -0.324 0.445 0.241 -0.18 0.55 1.59
N -1.852 1.553 1.841 -0.28 0.11 -0.13
C -1.886 0.834 3.099 -0.10 -0.09 0.36
C -2.827 1.077 4.071 0.31 -0.07 -0.36
C -2.837 0.330 5.259 0.15 -0.24 0.13
C -1.899 -0.641 5.479 -0.11 0.15 -0.05
C -0.892 -0.893 4.522 0.01 0.21 -0.45
C 0.135 -1.841 4.707 0.10 0.11 -0.36
C 1.098 -1.978 3.738 -0.06 -0.08 0.15
C 1.002 -1.231 2.559 -0.07 0.09 -0.02
N 0.031 -0.363 2.320 0.34 -0.41 0.41
C -0.894 -0.157 3.304 -0.30 0.11 0.30
H -2.807 1.580 1.466 0.41 0.00 0.00
H -1.609 2.531 2.029 0.05 -0.31 -0.16
H -3.573 1.846 3.930 -0.04 0.07 -0.09
H -3.593 0.533 5.999 -0.08 0.00 0.09
H -1.912 -1.219 6.388 0.03 -0.06 0.15
H 0.151 -2.446 5.603 0.06 0.00 0.10
H 1.919 -2.665 3.859 0.07 -0.09 0.01
H 1.755 -1.350 1.781 -0.12 -0.07 0.05
Cl -0.734 3.254 -6.564 -0.07 -0.04 -0.09
C -0.437 2.398 -5.107 -0.19 -0.20 0.40
C 0.863 1.920 -4.854 -0.29 0.07 0.09
C 1.166 1.308 -3.663 -0.24 -0.06 0.53
Cl 2.756 0.733 -3.335 0.13 0.05 -0.09
C 0.202 1.177 -2.621 -0.22 0.53 -1.24
O 0.548 0.734 -1.457 0.36 0.00 -0.26
C -1.142 1.580 -2.940 0.88 -0.22 0.33
C -2.157 1.380 -1.974 -0.25 0.17 -0.44
O -1.982 0.935 -0.814 -0.63 0.22 -0.37
C -1.435 2.185 -4.188 0.19 0.02 -0.09
H 1.619 2.063 -5.611 0.15 -0.05 0.00
H -3.188 1.631 -2.261 0.15 -0.06 0.05
H -2.446 2.501 -4.394 -0.12 0.07 -0.05
Br 3.998 5.729 1.786 -0.24 -0.29 -0.06
C 2.803 4.309 1.500 -0.16 -0.11 -0.04
C 1.916 4.325 0.425 0.13 0.05 0.18
C 1.058 3.257 0.252 -0.04 0.05 -0.08
N 1.028 2.179 1.055 0.26 0.20 -0.15
C 1.877 2.192 2.097 -0.11 -0.19 0.11
C 2.763 3.216 2.362 0.05 0.28 -0.20
H 1.900 5.157 -0.260 -0.05 0.06 -0.09
H 0.348 3.269 -0.570 0.13 0.00 -0.03
H 1.837 1.344 2.767 0.01 -0.02 -0.05
H 3.415 3.172 3.219 0.04 -0.08 0.08
O -0.454 -1.542 -0.133 0.16 -0.46 -0.31
C -0.197 -2.711 -0.495 0.05 -0.66 0.17
C -1.262 -3.642 -0.977 -0.14 0.17 -0.04
C -0.938 -3.844 -2.488 -0.18 0.12 -0.05
C -0.126 -2.707 -3.150 0.08 -0.16 -0.12
C 1.403 -2.794 -2.993 0.01 0.30 0.17
C 1.898 -2.402 -1.593 0.21 0.37 -0.46
N 1.072 -3.149 -0.645 -0.29 -0.08 0.51
H -2.242 -3.186 -0.823 0.14 -0.07 0.01
H -1.240 -4.605 -0.466 0.03 0.06 0.13
H -1.890 -3.940 -3.010 0.02 -0.06 0.01
H -0.410 -4.789 -2.626 0.00 0.01 -0.02
H -0.485 -1.735 -2.794 -0.02 0.06 -0.10
H -0.333 -2.742 -4.220 -0.06 0.05 0.01
H 1.880 -2.148 -3.731 0.06 -0.02 0.00
H 1.719 -3.816 -3.208 0.07 -0.07 -0.07
H 1.754 -1.329 -1.410 0.19 -0.30 -0.08
H 2.948 -2.666 -1.452 -0.09 0.14 0.05
H 1.141 -4.146 -0.832 -0.25 0.16 0.06

***

33
Properties=species:S:1:pos:R:3:forces:R:3 method="wB97M-V/def2-TZVPD" smiles="O=C(Oc1cc(=O)sc(-c2ccccc2)n1)c1ccccc1" de_lowest_kcal_mol=8.85 gap_ha=0.303 e_tot_ha=-1333.061548 e_lumo_ev=-0.9 homo_ha=-0.3382
O 3.206 -0.531 0.326 -2.22 -0.99 0.64
C 2.249 -0.612 1.100 5.00 4.10 -0.42
O 1.475 -1.658 1.241 -1.78 -0.35 0.05
C 0.902 -2.005 0.060 -1.50 -1.44 -2.30
C 1.177 -3.239 -0.389 0.42 0.79 1.59
C 0.708 -3.743 -1.608 0.96 -1.08 -0.28
O 1.095 -4.819 -1.993 -0.30 -0.88 -0.84
S -0.264 -2.784 -2.679 -1.08 0.80 -0.53
C -0.637 -1.381 -1.697 1.66 0.27 1.92
C -1.672 -0.410 -2.168 -0.47 0.16 -0.10
C -2.504 -0.695 -3.264 0.77 -0.30 0.31
C -3.551 0.139 -3.600 -0.37 0.75 -0.85
C -3.740 1.347 -2.933 0.40 0.03 1.31
C -2.924 1.666 -1.822 0.24 -0.42 -0.31
C -1.908 0.784 -1.464 0.62 -0.10 0.86
N -0.005 -1.150 -0.557 -0.42 0.23 -0.18
C 2.065 0.529 2.055 -1.55 -0.18 1.15
C 0.927 0.477 2.907 1.28 1.37 -0.06
C 0.741 1.520 3.839 0.01 -0.58 -0.58
C 1.646 2.580 3.952 -0.06 -1.09 -0.54
C 2.745 2.633 3.089 -0.32 0.08 0.10
C 2.946 1.634 2.145 -0.51 -0.51 0.01
H 1.845 -3.887 0.172 -0.12 0.12 -0.17
H -2.267 -1.561 -3.873 -0.34 -0.09 0.06
H -4.200 -0.069 -4.470 0.51 -0.09 0.60
H -4.548 2.011 -3.204 -0.02 0.00 -0.13
H -3.013 2.565 -1.191 -0.30 -0.40 -0.71
H -1.270 1.001 -0.578 -0.56 -0.19 -0.82
H 0.217 -0.336 2.825 0.07 0.06 0.05
H -0.153 1.465 4.443 0.07 0.19 0.26
H 1.503 3.311 4.721 -0.07 0.40 0.14
H 3.427 3.485 3.139 -0.15 -0.38 -0.02
H 3.781 1.734 1.476 0.16 -0.29 -0.22

***

77
Properties=species:S:1:pos:R:3:forces:R:3 method="wB97M-V/def2-TZVPD" charge=-1 gap_ha="0.146 / 0.137" e_tot_ha=-3296.869978 e_lumo_ev="2.6 / 2.6" homo_ha="-0.0496 / -0.0409"
Lu -2.672 -0.437 2.034 1.24 -1.10 0.94
P -0.237 -0.338 -0.410 -3.65 -1.28 1.33
Cl -4.389 -1.466 0.723 -0.64 -0.28 -0.57
C 1.141 -0.878 0.920 -3.39 0.09 5.08
H 0.357 -0.495 1.660 0.44 -0.59 -0.95
H 0.906 -1.927 1.027 -0.43 -0.85 -0.46
C -1.552 1.022 -0.039 0.38 0.12 -1.39
C -1.297 -1.539 -1.426 -0.62 0.51 -1.73
C -1.785 2.055 -1.190 -0.50 0.37 0.51
H -2.555 0.466 0.046 1.07 0.47 -0.68
C -2.961 2.991 -0.855 0.03 0.16 -0.23
H -0.871 2.662 -1.330 -0.37 -0.26 0.12
H -1.992 1.554 -2.150 0.19 0.11 0.54
C -2.807 3.685 0.503 0.05 -0.18 -0.01
H -3.043 3.754 -1.641 -0.08 -0.06 0.08
H -3.904 2.426 -0.881 0.18 -0.03 0.08
C -2.457 2.693 1.632 0.22 0.55 -0.08
H -2.023 4.458 0.431 -0.07 -0.24 0.04
H -3.738 4.216 0.747 0.20 -0.12 0.03
C -1.269 1.785 1.273 -0.12 0.08 -0.03
H -2.196 3.258 2.537 -0.23 -0.18 -0.04
H -3.360 2.090 1.891 0.28 0.15 -0.05
H -0.351 2.378 1.124 -0.32 -0.19 0.23
H -1.017 1.114 2.151 0.17 0.56 -0.70
C 1.058 0.424 -1.438 -0.23 0.14 -0.59
C -0.345 -2.591 -2.026 -0.19 -0.31 -0.17
H -1.983 -2.026 -0.696 0.75 0.35 -0.23
C -1.070 -3.702 -2.822 -0.11 0.30 0.05
H 0.386 -2.100 -2.696 -0.22 -0.12 0.19
H 0.232 -3.072 -1.221 -0.06 0.22 -0.13
C -2.042 -3.148 -3.881 -0.06 0.19 0.15
H -0.316 -4.330 -3.319 -0.22 0.01 0.19
H -1.637 -4.334 -2.118 0.19 0.15 -0.16
C -2.990 -2.075 -3.310 0.15 0.04 0.16
H -1.471 -2.714 -4.719 -0.05 -0.06 0.18
H -2.643 -3.972 -4.295 0.19 0.16 0.00
C -2.239 -0.962 -2.532 0.08 -0.48 -0.39
H -3.566 -1.618 -4.135 0.09 -0.19 0.29
H -3.714 -2.553 -2.625 0.22 0.15 -0.19
H -1.660 -0.353 -3.253 -0.21 -0.23 0.25
H -3.003 -0.303 -2.087 0.30 -0.20 -0.03
C 1.625 1.609 -0.645 0.64 0.13 -0.04
H 1.826 -0.372 -1.431 -0.10 0.14 0.15
C 2.992 1.998 -1.215 0.02 0.14 -0.22
H 0.948 2.476 -0.690 0.17 -0.21 -0.13
H 1.750 1.358 0.418 -0.16 -0.01 -0.39
C 2.917 2.281 -2.723 -0.07 -0.02 -0.07
H 3.371 2.887 -0.696 0.03 -0.11 -0.05
H 3.716 1.189 -1.032 -0.21 0.08 0.03
C 2.204 1.173 -3.513 -0.23 -0.08 -0.01
H 2.383 3.228 -2.885 0.01 -0.07 0.04
H 3.927 2.418 -3.130 -0.13 0.05 0.06
C 0.841 0.781 -2.908 0.24 0.28 -0.01
H 2.050 1.488 -4.551 0.16 0.01 0.02
H 2.844 0.278 -3.540 -0.10 0.12 0.02
H 0.130 1.618 -2.998 0.23 -0.23 -0.09
H 0.419 -0.077 -3.456 0.16 0.34 0.14
C 2.305 0.490 2.835 0.40 -0.69 -1.18
C 2.347 -0.689 1.911 3.59 0.97 -0.55
H 2.262 1.490 2.437 -0.11 0.26 -0.23
C 3.074 -1.874 2.633 -0.15 0.46 -0.29
H 2.777 -0.546 0.868 2.30 0.72 1.77
C 2.658 -2.085 4.091 -0.94 -0.41 -0.40
H 2.919 -2.784 2.057 -0.08 -0.27 -0.01
H 4.162 -1.693 2.632 -0.18 0.12 -0.17
C 2.749 -0.845 4.962 0.46 0.15 -0.47
H 1.614 -2.429 4.103 0.26 0.06 -0.03
H 3.229 -2.909 4.527 0.15 0.02 0.02
C 2.092 0.376 4.300 -0.34 -0.32 0.50
H 2.293 -1.055 5.923 -0.14 0.06 0.24
H 3.802 -0.626 5.152 0.16 0.09 -0.01
H 1.009 0.302 4.502 -0.02 0.03 0.03
H 2.421 1.289 4.818 -0.06 -0.10 -0.18
O -1.638 -2.359 2.892 0.87 0.99 2.39
N -1.110 -1.748 3.962 -1.01 0.90 -1.76
O -0.422 -2.276 4.801 -0.99 0.23 -0.81
O -1.409 -0.461 3.988 0.52 -1.78 0.05

***

11
Properties=species:S:1:pos:R:3:forces:R:3 method="wB97M-V/def2-TZVPD" charge=-1 de_lowest_kcal_mol=15.40 gap_ha=0.256 e_tot_ha=-78.532545 e_lumo_ev=1.9 homo_ha=-0.1876
Rb 0.295 -1.689 0.947 -0.21 0.37 -0.43
B 1.234 1.217 1.553 0.59 0.86 0.13
H 0.328 1.988 1.776 -0.57 -0.31 0.17
H 2.218 1.883 1.822 0.41 0.00 -0.20
H 1.332 0.255 2.273 -0.27 -0.52 0.71
H 1.224 0.861 0.405 0.08 -0.10 -0.44
B -1.308 -0.878 -1.771 -0.33 -0.21 -0.04
H -0.903 -1.144 -2.882 0.21 -0.01 -0.22
H -1.517 -1.924 -1.183 -0.08 -0.75 0.33
H -0.523 -0.251 -1.115 0.34 0.42 0.02
H -2.380 -0.316 -1.826 -0.17 0.24 -0.03